{
  "formula": "C6H22O5",
  "method": "ωB97M-V/def2-TZVPD",
  "symbols": ["O", "H", "H", "O", "H", "H", "C", "C", "O", "H", "H", "H", "H", "H", "H", "C", "C", "O", "H", "H", "H", "H", "H", "H", "C", "C", "O", "H", "H", "H", "H", "H", "H"],
  "coordinates": [[3.104, 0.230, -2.670], [2.164, 0.207, -2.462], [3.523, -0.016, -1.838], [0.163, 0.030, -1.793], [-0.369, 0.392, -1.079], [0.060, -0.927, -1.741], [-2.304, -2.303, -0.473], [-0.957, -3.086, -0.436], [-0.290, -2.864, -1.681], [-2.074, -1.239, -0.571], [-2.828, -2.332, 0.476], [-2.879, -2.587, -1.347], [-1.145, -4.175, -0.243], [-0.243, -2.781, 0.308], [-0.887, -2.947, -2.439], [-0.478, 3.114, -0.580], [-1.802, 2.698, -0.002], [-1.728, 1.318, 0.254], [-0.397, 4.167, -0.837], [-0.285, 2.468, -1.425], [0.304, 2.963, 0.162], [-2.635, 2.908, -0.691], [-2.097, 3.246, 0.900], [-2.387, 1.044, 0.902], [2.639, -0.163, 2.770], [1.573, 0.015, 1.639], [0.585, 0.895, 2.117], [2.111, -0.554, 3.633], [3.017, 0.808, 3.048], [3.440, -0.815, 2.424], [1.166, -0.962, 1.344], [2.127, 0.413, 0.796], [-0.191, 0.837, 1.534]],
  "forces_ev_per_a": [[0.163, -0.054, 0.115], [-0.317, 0.074, 0.040], [0.041, 0.021, -0.095], [0.294, 0.157, -0.195], [-0.164, 0.057, 0.168], [-0.023, -0.365, -0.006], [1.688, 0.525, 0.733], [-1.496, -0.566, -0.881], [0.365, -0.069, -0.139], [0.098, 0.022, -0.297], [-0.458, -0.602, -0.022], [-0.375, -0.291, 0.155], [0.126, 0.713, -0.389], [0.008, 0.464, 0.442], [-0.014, -0.158, 0.422], [0.263, 0.059, 0.547], [-1.013, 1.336, -0.137], [0.135, -1.246, 0.438], [-0.397, 0.001, -0.305], [0.266, 0.187, -0.397], [0.103, -0.267, 0.082], [0.282, -0.189, -0.171], [0.456, -0.027, 0.171], [-0.058, 0.142, -0.198], [-1.452, -0.087, -0.898], [1.520, -0.390, 0.982], [-0.574, -0.063, -0.228], [0.219, -0.335, 0.251], [0.282, 0.321, -0.032], [-0.015, -0.009, 0.207], [-0.052, 0.121, 0.102], [-0.229, 0.277, -0.552], [0.329, 0.240, 0.087]],
  "e_above_lowest_ev": 0.9373,
  "homo_ha": -0.3725,
  "gap_ha": 0.3857,
  "max_force_ev_per_a": 1.91,
  "charge": 0,
  "energy_ev": -16815.68734,
  "lumo_energy_ev": 0.361,
  "smiles": "CCO.CCO.CCO.O.O"
}

---

{
  "formula": "C2H6N2S",
  "method": "ωB97M-V/def2-TZVPD",
  "symbols": ["C", "C", "H", "H", "H", "H", "H", "H", "N", "N", "S"],
  "coordinates": [[-1.544, -0.729, 0.021], [0.922, -0.034, 0.050], [-1.404, -1.716, -0.574], [-1.642, -0.988, 1.109], [-2.408, -0.077, -0.177], [-0.760, 1.113, 0.310], [1.367, 1.813, -0.756], [2.647, 0.883, 0.187], [-0.386, 0.242, -0.219], [1.716, 1.130, 0.093], [1.493, -1.637, -0.043]],
  "forces_ev_per_a": [[1.331, -0.570, -0.007], [0.455, -0.897, -1.378], [-0.510, 2.049, 0.818], [0.482, 0.049, -0.879], [0.026, -0.885, -0.567], [1.491, -1.428, -1.499], [1.784, -2.156, 3.032], [2.233, -0.064, -0.348], [-2.601, 1.220, 2.601], [-4.468, 1.026, -2.421], [-0.223, 1.656, 0.648]],
  "e_above_lowest_ev": 0.8351,
  "homo_ha": -0.3063,
  "gap_ha": 0.3276,
  "max_force_ev_per_a": 5.18,
  "charge": 0,
  "energy_ev": -15985.96338,
  "lumo_energy_ev": 0.580,
  "smiles": "CNC(N)=S"
}